DFT (ωB97M-V/def2-TZVPD) results for a structure of composition C8H13BeN3O3 in a non-equilibrium geometry.

Properties
- Charge: +2
- LUMO level: -10.55 eV
- Gap between HOMO and LUMO: 5.64 eV
- E_HOMO: -16.19 eV

XYZ file:
```
28
Properties=species:S:1:pos:R:3:lowdin_charge:R:1
O 0.33462 1.35609 -4.53932 0.33
C 0.36756 0.59514 -3.63611 -0.03
Be 0.18268 -0.29773 -2.25100 0.00
C 1.62535 -0.84123 -3.33530 0.09
C -0.93835 -1.13225 -3.24078 0.11
O 2.47443 -1.20474 -4.02018 0.34
O -1.66377 -1.62393 -3.99564 0.33
C 2.36237 -0.20602 1.42273 -0.02
N 0.93299 0.01963 1.60765 -0.11
C 0.46339 -0.14157 2.96492 -0.03
C 0.11785 0.04851 0.51370 -0.33
N 0.67283 -0.21271 -0.67642 0.13
N -1.19807 0.29758 0.61947 -0.11
C -1.79099 0.98012 1.76267 -0.02
C -2.07584 0.13792 -0.52551 -0.02
H 2.79260 -0.10672 2.41819 0.11
H 2.78147 0.58689 0.79441 0.11
H 2.62045 -1.18525 0.97884 0.12
H 0.24090 0.83199 3.41988 0.10
H -0.43480 -0.76321 3.06408 0.10
H 1.26966 -0.61045 3.53788 0.11
H 1.66809 -0.40395 -0.52788 0.07
H -2.69057 1.49279 1.40274 0.11
H -2.07709 0.29084 2.56219 0.10
H -1.10092 1.73874 2.13250 0.11
H -1.80999 0.87217 -1.29445 0.09
H -2.02346 -0.86593 -0.96330 0.08
H -3.10339 0.34729 -0.19595 0.12
```

DFT (ωB97M-V/def2-TZVPD) results for the ion C4H8N with charge +1 in a non-equilibrium geometry.

Properties
- Charge: +1
- LUMO level: -6.04 eV
- Gap between HOMO and LUMO: 8.63 eV
- E_HOMO: -14.68 eV

XYZ file:
```
13
Properties=species:S:1:pos:R:3:lowdin_charge:R:1
C -1.60614 0.94300 -0.18422 0.23
N -0.77345 0.15621 -0.88004 0.12
C 0.31329 -0.37692 -0.19128 -0.38
C 1.21916 -1.22594 -0.70696 0.17
C 0.52215 0.08109 1.19961 -0.06
H -2.23011 1.54619 -0.75954 0.10
H -1.66165 1.23925 0.83760 0.12
H -0.95250 0.07877 -1.90452 0.21
H 0.96552 -1.54688 -1.77042 0.11
H 2.13610 -1.48400 -0.35403 0.06
H 1.61320 -0.07709 1.46433 0.12
H 0.47120 1.17284 1.28012 0.09
H -0.01678 -0.50651 1.96935 0.12
```

DFT (ωB97M-V/def2-TZVPD) results for a structure of composition C16H48FO8S8Tl in a non-equilibrium geometry.

Properties
- Charge: +2
- LUMO level: -9.25 eV
- Gap between HOMO and LUMO: 4.00 eV
- E_HOMO: -13.26 eV

XYZ file:
```
82
Properties=species:S:1:pos:R:3:lowdin_charge:R:1
Tl -0.50253 0.19795 0.17491 1.37
F -1.07890 -2.55236 0.14297 -0.42
C 0.48577 -3.72112 -3.25369 -0.22
S 0.10562 -1.93939 -3.29129 0.89
O 0.60984 -1.23583 -2.04314 -0.59
C 1.32146 -1.61871 -4.63505 -0.24
H 1.55354 -3.80511 -3.05008 0.06
H 0.24956 -4.23699 -4.18066 0.07
H -0.08060 -4.08650 -2.39742 0.05
H 2.33892 -1.93352 -4.41058 0.06
H 1.17686 -0.58894 -4.95407 0.01
H 1.07533 -2.19466 -5.53123 0.06
C 4.74415 1.62375 -0.32423 -0.19
S 3.46092 0.40555 -0.82514 0.87
O 2.07544 1.01831 -0.78706 -0.60
C 3.82637 0.18316 -2.61105 -0.21
H 4.35125 2.12761 0.55561 0.02
H 4.91260 2.32447 -1.13896 0.06
H 5.64030 1.08822 -0.01654 0.07
H 2.91732 -0.06170 -3.15160 0.00
H 4.64431 -0.52783 -2.71502 0.06
H 4.14582 1.10813 -3.09943 0.06
C -4.61748 0.96182 -1.98827 -0.21
S -2.97176 0.76567 -2.76705 0.85
O -2.20390 -0.35469 -2.09069 -0.58
C -3.49923 0.11396 -4.38969 -0.20
H -4.95172 -0.06215 -1.80939 0.07
H -5.30310 1.37135 -2.72970 0.06
H -4.58277 1.55715 -1.08213 0.04
H -2.61393 -0.14797 -4.95815 0.05
H -4.29316 0.71548 -4.82271 0.07
H -3.97825 -0.79316 -4.00869 0.06
C 2.72722 -3.40497 1.92534 -0.24
S 2.98908 -1.61755 1.83173 0.87
O 1.59172 -1.03326 1.65787 -0.65
C 3.33094 -1.47218 3.65323 -0.22
H 3.69749 -3.90250 1.92598 0.06
H 2.13600 -3.71121 1.06449 0.06
H 2.22713 -3.62513 2.86583 0.05
H 3.60013 -0.44662 3.89165 0.03
H 4.14312 -2.16658 3.87563 0.06
H 2.50238 -1.80092 4.27954 0.04
C 0.95404 2.67408 4.25201 -0.24
S 2.05288 2.07805 2.93411 0.86
O 1.10381 1.93662 1.78429 -0.60
C 3.08564 3.55473 2.69720 -0.23
H 0.42244 3.60740 4.05626 0.07
H 1.38262 2.89816 5.23456 0.07
H 0.19786 1.93480 4.51434 0.03
H 3.24607 3.57046 1.61757 0.03
H 4.08982 3.48397 3.11681 0.06
H 2.68542 4.52335 2.99290 0.07
C 1.40002 3.50872 -3.16912 -0.23
S 0.77022 1.86055 -3.56105 0.86
O -0.11990 1.44571 -2.39304 -0.65
C -0.32218 2.16828 -5.01156 -0.21
H 2.03541 3.53227 -2.28578 0.05
H 0.59320 4.22474 -3.01458 0.07
H 2.02580 3.83639 -4.00183 0.06
H -1.27366 2.59869 -4.70808 0.05
H -0.43683 1.23103 -5.55945 0.04
H 0.13915 2.75994 -5.80582 0.07
C -0.76514 -2.74512 3.12762 -0.19
S -0.46244 -1.07433 3.91911 0.85
O -0.78051 0.00061 2.93165 -0.62
C -1.71698 -1.15384 5.25096 -0.22
H -0.09460 -3.00468 2.31263 0.02
H -1.69673 -2.60208 2.56737 0.03
H -0.97285 -3.54034 3.84127 0.06
H -1.65469 -0.22795 5.81362 0.06
H -1.60431 -2.06095 5.84174 0.07
H -2.63833 -1.29263 4.68638 0.01
C -5.23996 -1.54194 2.33362 -0.22
S -3.90615 -0.31189 2.47514 0.89
O -3.06282 -0.46190 1.21023 -0.62
C -4.99457 1.11563 2.10019 -0.22
H -4.92457 -2.56611 2.51751 0.06
H -5.72811 -1.46581 1.36355 0.07
H -5.95795 -1.24252 3.09918 0.06
H -4.42551 2.02842 2.26214 0.06
H -5.85965 1.07232 2.76437 0.06
H -5.44923 1.12608 1.10990 0.05
```

DFT (ωB97M-V/def2-TZVPD) results for an isolated molecule of C17H20N2O3S2.

Properties
- LUMO level: 0.65 eV
- Gap between HOMO and LUMO: 9.44 eV
- E_HOMO: -8.79 eV

XYZ file:
```
44
Properties=species:S:1:pos:R:3:lowdin_charge:R:1
O 2.54952 -1.08374 -1.13614 0.03
C 1.44130 -0.90850 -1.62999 -0.45
C 1.11808 0.35085 -2.42531 -0.11
C 2.24097 1.38298 -2.31305 -0.17
C 2.17651 2.16980 -1.00197 -0.23
N 2.27718 1.34140 0.18313 -0.13
S 0.86701 1.00484 0.98020 0.59
O -0.29145 1.04080 0.12755 -0.28
O 1.08095 -0.15476 1.79154 -0.29
C 0.76093 2.41935 2.03752 -0.62
C -0.19117 3.39069 2.04541 -0.14
C 0.05902 4.37823 3.02276 -0.18
C 1.19486 4.12809 3.72749 -0.39
S 1.97802 2.68329 3.21591 1.05
N 0.48588 -1.84891 -1.54919 -0.04
C 0.71036 -3.03087 -0.73925 -0.12
C -0.02824 -2.88556 0.58804 -0.10
C -1.44800 -2.44621 0.37630 -0.17
C -2.37445 -2.56410 1.40597 -0.03
C -3.67827 -2.13826 1.24331 -0.09
C -4.07552 -1.58214 0.03855 -0.09
C -3.16123 -1.45466 -0.98926 -0.04
C -1.84941 -1.88108 -0.82960 -0.15
C -0.88414 -1.73864 -1.98330 -0.09
H 0.97602 0.06679 -3.47130 0.13
H 0.19521 0.78668 -2.04240 0.10
H 2.17340 2.09175 -3.14036 0.11
H 3.20362 0.87039 -2.37182 0.12
H 1.22619 2.70643 -0.93043 0.12
H 2.99270 2.90128 -0.97385 0.12
H 2.80658 0.48938 0.01670 0.09
H -1.03222 3.37878 1.37719 0.11
H -0.57691 5.22852 3.18935 0.10
H 1.61786 4.70914 4.52269 0.06
H 1.78397 -3.13293 -0.57681 0.12
H 0.34054 -3.89988 -1.29501 0.13
H 0.00184 -3.82664 1.14056 0.12
H 0.47337 -2.12249 1.19112 0.09
H -2.05878 -2.99367 2.34580 0.11
H -4.38503 -2.23710 2.05419 0.10
H -5.09237 -1.24429 -0.09684 0.10
H -3.46421 -1.01592 -1.92981 0.11
H -1.07990 -2.54098 -2.71311 0.14
H -1.06062 -0.78815 -2.48246 0.12
```

Energy relative to the best compared isomer or geometry (same formula, charge and spin) values (in kJ/mol) by entry order: 83.3 104.2 157.8 37.2.